Density functional theory data (ωB97M-V/def2-TZVPD) for a cluster of 10 separate species, C50H64F17N3O38P3 in total at a distorted geometry.

Properties
Gap between HOMO and LUMO = 5.51 eV
Energy = -7688.1047 hartree
M = 1730.93 g/mol
Highest occupied orbital energy = -10.754 eV

ORCA input file:
```
! RIJCOSX wB97M-V def2-TZVPD def2/J DEFGRID3
* xyz 1 1
C 3.1369 -1.5309 3.6182
C 2.6332 -2.4452 2.3345
N 3.7716 -2.5778 1.3666
C 3.4208 -2.9857 -0.0160
F 3.8129 -4.4473 0.0007
N 2.1435 -2.6663 -0.7312
C 1.1063 -3.7798 -0.7814
C 0.3155 -4.1097 0.6002
O 0.4348 -5.3617 1.1253
F -0.5056 -3.1672 1.4054
C 2.1611 -1.4258 -1.3913
C 0.8668 -0.9875 -2.2890
C -0.5744 -0.9354 -1.5275
C -0.9944 0.5110 -0.8780
C -2.6619 0.6230 -0.7922
C -3.2499 -0.5265 0.2709
C -4.6259 -0.0063 1.0544
C -5.7761 0.5470 -0.0105
C -7.3089 0.4087 0.6278
O -8.1998 -0.1358 -0.4364
C -9.4548 0.6726 -0.4906
C 3.6460 -0.6609 -1.1655
C 3.2165 0.3079 0.0659
P 2.4849 2.0103 -0.3620
O 1.8860 2.1956 -1.7968
O 1.1298 2.2779 0.7614
O 3.5577 3.3758 0.0220
C 4.2926 0.1708 -2.4308
O 3.4821 0.2960 -3.5219
C 5.7892 0.7754 -2.6204
F 6.8949 -0.2301 -2.6207
F 5.8663 1.3854 -4.0060
C 6.2607 1.9672 -1.6155
F 5.6033 3.2279 -2.1280
F 6.0243 1.7305 -0.1747
C 7.8926 2.3295 -1.6881
F 7.9443 3.8089 -1.3763
F 8.4912 2.1870 -3.0249
C 8.7509 1.6145 -0.4638
O 8.8396 2.3227 0.6956
O 9.4465 0.3214 -0.5488
C 4.4475 -2.0694 -0.9753
P 6.1544 -2.2627 -0.1813
N 6.5972 -1.1235 0.8756
P 4.7350 -3.2218 -2.5165
O 5.3571 -2.4947 -3.7676
O 3.3499 -4.0910 -3.0638
O 5.9401 -4.4591 -2.0858
H 2.5897 -1.8894 4.6064
H 4.3060 -1.4977 3.7148
H 2.7828 -0.4222 3.4029
H 2.3548 -3.5169 2.7160
H 1.6823 -1.9356 1.8825
H 4.3626 -3.3651 1.7735
H 1.5824 -4.8215 -1.1483
H 0.2576 -3.5916 -1.6028
H 0.9786 0.0191 -2.8833
H 0.7613 -1.8276 -3.1314
H -1.3996 -1.1612 -2.3611
H -0.7493 -1.7376 -0.6954
H -0.6572 0.4568 0.2659
H -0.5904 1.4508 -1.4413
H -3.1100 0.4577 -1.8601
H -2.9681 1.7109 -0.4079
H -2.4013 -0.8253 1.0557
H -3.5728 -1.4922 -0.3484
H -5.0989 -0.9138 1.6645
H -4.2860 0.8506 1.8087
H -5.7278 -0.0057 -1.0489
H -5.5870 1.6967 -0.1306
H -7.3249 -0.3016 1.5697
H -7.7478 1.4474 0.9734
H -9.9024 0.7231 0.6013
H -10.2003 0.2015 -1.2636
H -9.1600 1.7535 -0.8576
H 2.3487 -0.2610 0.6594
H 4.0204 0.5318 0.8745
H 1.2100 3.1946 1.1692
H 3.4606 4.0475 -0.7147
H 10.0587 0.3166 0.2695
H 7.2204 -2.2978 -1.1933
H 6.2010 -3.6246 0.3713
H 5.7947 -0.4889 0.8973
H 3.3704 -5.0321 -2.7195
H 6.5766 -4.5912 -2.8565
C -1.4058 -6.9959 -3.7781
C -0.4635 -7.3480 -2.6781
O -0.3790 -6.1603 -1.9238
C -1.5811 -5.5429 -2.0988
O -1.9929 -4.6350 -1.3960
O -2.2733 -6.0706 -3.1542
F 0.7648 -7.6301 -3.1672
H -0.9071 -6.5120 -4.6245
H -1.9584 -7.8645 -4.1463
H -0.8072 -8.1673 -2.0377
C -9.9041 -0.3532 5.0256
C -10.2312 1.0171 4.5389
O -8.9679 1.6244 4.3902
C -8.1141 0.6013 4.1054
O -6.9952 0.7521 3.6437
O -8.6676 -0.6161 4.3931
F -10.9280 1.7061 5.4702
H -9.7725 -0.3968 6.1119
H -10.6580 -1.0893 4.7337
H -10.7647 1.0383 3.5826
C 10.0682 6.0905 -1.9878
C 9.7411 7.4609 -2.4745
O 11.0044 8.0681 -2.6231
C 11.8582 7.0451 -2.9080
O 12.9771 7.1959 -3.3697
O 11.3047 5.8276 -2.6203
F 9.0443 8.1499 -1.5432
H 10.1998 6.0470 -0.9015
H 9.3143 5.3545 -2.2797
H 9.2076 7.4821 -3.4308
C -3.8825 3.4513 4.5642
C -2.7561 2.6181 5.0729
O -2.0896 2.2128 3.8988
C -2.3139 3.2127 3.0007
O -1.6804 3.3605 1.9688
O -3.3309 4.0353 3.4011
F -3.2185 1.5147 5.7026
H -4.7598 2.8558 4.2902
H -4.1890 4.2183 5.2805
H -2.0593 3.1553 5.7251
C -7.4790 -4.6538 -1.7659
C -8.7530 -4.1451 -1.1830
O -8.3957 -3.7945 0.1347
C -7.0792 -3.4501 0.0653
O -6.4864 -2.8333 0.9347
O -6.5051 -3.8737 -1.1019
F -9.6824 -5.1253 -1.1257
H -7.3063 -5.7130 -1.5474
H -7.4286 -4.5061 -2.8480
H -9.1646 -3.2705 -1.6979
C 1.2927 6.4556 -3.7136
C 0.6172 5.4002 -2.9064
O -0.5885 5.1752 -3.6010
C -0.3058 5.4599 -4.9032
O -1.0067 5.1267 -5.8443
O 0.8640 6.1582 -5.0273
F 0.3174 5.8569 -1.6698
H 0.9678 7.4666 -3.4460
H 2.3821 6.4051 -3.6360
H 1.1796 4.4634 -2.8319
C -9.1318 -9.5917 -0.9216
C -9.4589 -8.2214 -1.4083
O -8.1956 -7.6141 -1.5569
C -7.3418 -8.6372 -1.8417
O -6.2229 -8.4864 -2.3035
O -7.8953 -9.8546 -1.5540
F -10.1557 -7.5324 -0.4769
H -9.0002 -9.6353 0.1648
H -9.8857 -10.3278 -1.2134
H -9.9924 -8.2002 -2.3646
C -6.8493 8.2116 4.3481
C -6.0861 7.4133 3.3471
O -5.3236 6.5322 4.1404
C -6.0623 6.3426 5.2696
O -5.8715 5.4410 6.0688
O -7.0490 7.2819 5.3939
F -5.2373 8.2001 2.6485
H -6.2826 9.0684 4.7276
H -7.8042 8.5695 3.9539
H -6.7143 6.8384 2.6583
C 13.8210 0.5090 0.8396
C 12.5470 1.0177 1.4225
O 12.9043 1.3683 2.7402
C 14.2208 1.7127 2.6708
O 14.8136 2.3295 3.5402
O 14.7949 1.2891 1.5036
F 11.6176 0.0375 1.4798
H 13.9937 -0.5502 1.0581
H 13.8714 0.6567 -0.2425
H 12.1354 1.8923 0.9076
*
```

Density functional theory data (ωB97M-V/def2-TZVPD) for a structure of composition C50H65AsIrN5O5S2.

Properties
Gap between HOMO and LUMO (alpha / beta) = 7.69 / 7.69 eV
Energy = -5730.7935 hartree
M = 1147.37 g/mol
Highest occupied orbital energy (alpha / beta) = -7.691 / -7.691 eV

ORCA input file:
```
! RIJCOSX wB97M-V def2-TZVPD def2/J DEFGRID3
* xyz 0 1
Ir -0.0631 -0.0832 0.7524
C -2.5414 -1.9805 4.9698
C -2.8666 -0.5966 4.3846
C -3.4496 -0.7718 2.9877
C -1.7258 0.4117 4.6094
C -1.4855 0.6442 5.9668
C -0.5756 1.5765 6.4063
C 0.0621 2.3717 5.4741
C -0.1493 2.2169 4.1090
C 0.4648 3.3125 3.2361
C -0.5593 4.1560 2.4686
C 1.6021 2.8613 2.3422
C -0.9833 1.1633 3.6794
N -1.2115 1.0177 2.2390
C -2.2223 1.7279 1.8889
C -2.7610 1.9707 0.5867
C -4.0237 2.5897 0.5950
C -4.6637 2.9562 -0.5604
C -3.9847 2.7508 -1.7613
C -2.7334 2.1821 -1.7866
C -2.0841 1.7198 -0.6195
N -0.8288 1.1177 -0.6731
C -0.1891 1.3278 -1.9583
C -0.3035 0.4218 -3.0340
C 0.2886 0.7671 -4.2478
C 0.9785 1.9540 -4.4187
C 1.0716 2.8374 -3.3591
C 0.4853 2.5492 -2.1301
C 0.5209 3.6071 -1.0403
C -0.5335 4.6890 -1.3053
C 1.8864 4.2777 -0.8789
C -1.0963 -0.8791 -2.9849
C -2.4121 -0.7609 -3.7705
C -0.3261 -2.0683 -3.5689
H -3.4493 -2.5873 4.9841
H -2.1662 -1.9221 5.9905
H -1.8068 -2.5185 4.3751
H -3.6746 -0.1884 5.0026
H -2.7141 -1.0699 2.2425
H -3.9455 0.1286 2.6219
H -4.2119 -1.5523 3.0465
H -2.0596 0.0830 6.6934
H -0.4027 1.7211 7.4647
H 0.7247 3.1600 5.8090
H 0.9139 3.9957 3.9617
H -0.9603 3.6419 1.5947
H -0.0702 5.0619 2.1021
H -1.3920 4.4600 3.1066
H 1.2609 2.1961 1.5473
H 2.3514 2.3272 2.9158
H 2.0785 3.7303 1.8814
H -2.7503 2.2503 2.6867
H -4.4872 2.7806 1.5568
H -5.6398 3.4203 -0.5379
H -4.4359 3.0541 -2.6985
H -2.2424 2.0911 -2.7405
H 0.1889 0.0903 -5.0887
H 1.4282 2.1947 -5.3742
H 1.5900 3.7789 -3.4929
H 0.2725 3.1236 -0.0965
H -0.3077 5.2182 -2.2348
H -0.5338 5.4197 -0.4931
H -1.5371 4.2722 -1.3891
H 2.1173 4.9280 -1.7252
H 2.6943 3.5549 -0.7761
H 1.8851 4.9026 0.0156
H -1.3534 -1.0964 -1.9492
H -2.2307 -0.4138 -4.7922
H -3.1197 -0.0919 -3.2904
H -2.8836 -1.7430 -3.8368
H -0.1270 -1.9443 -4.6366
H -0.9279 -2.9739 -3.4636
H 0.6121 -2.2576 -3.0475
C 4.5571 -5.4901 -1.1692
C 4.1526 -4.3466 -0.2795
C 4.7606 -3.1013 -0.3878
C 4.3777 -2.0487 0.4311
C 3.3717 -2.2297 1.3644
C 2.7826 -3.4788 1.5180
C 3.1690 -4.5199 0.6924
S 2.8435 -0.8351 2.3437
O 3.2679 -1.1199 3.6888
O 3.4366 0.3122 1.6823
N 1.2502 -0.6766 2.3155
C 0.5675 -1.6635 3.1603
C -0.2571 -2.5516 2.2733
O -0.5922 -3.6857 2.5662
O -0.6135 -1.9790 1.1541
H 5.1839 -5.1474 -1.9920
H 3.6820 -5.9871 -1.5898
H 5.1199 -6.2390 -0.6084
H 5.5406 -2.9492 -1.1258
H 4.8449 -1.0777 0.3452
H 2.0143 -3.6519 2.2580
H 2.6892 -5.4857 0.8015
H -0.1123 -1.1511 3.8402
H 1.2436 -2.2434 3.7828
N 2.8708 0.7576 -1.0503
C 2.3202 -0.3116 -1.5944
S 1.1562 -1.2833 -0.8286
N 2.6563 -0.6663 -2.8544
C 3.8281 -0.3843 -3.5885
C 5.0536 -0.0965 -2.9953
C 6.1638 0.1412 -3.7939
C 6.0724 0.0828 -5.1755
C 4.8519 -0.2227 -5.7621
C 3.7355 -0.4496 -4.9766
H 2.8986 0.8396 -0.0301
H 3.4942 1.3230 -1.6038
H 1.9647 -1.2292 -3.3259
H 5.1600 -0.0913 -1.9200
H 7.1122 0.3613 -3.3214
H 6.9437 0.2665 -5.7891
H 4.7644 -0.2785 -6.8393
H 2.7781 -0.6726 -5.4329
C -4.6547 -3.1775 -1.8958
As -4.1154 -2.3834 -0.2194
C -3.4167 -3.8847 0.7639
C -5.7772 -1.8275 0.6102
O -3.0925 -1.1156 -0.4252
H -5.3041 -4.0339 -1.7138
H -3.7612 -3.5023 -2.4268
H -5.1824 -2.4345 -2.4910
H -4.2451 -4.5160 1.0871
H -2.8257 -3.5577 1.6134
H -2.7568 -4.4465 0.1049
H -6.0535 -2.4835 1.4338
H -6.5721 -1.8249 -0.1342
H -5.6228 -0.8145 0.9768
*
```

Density functional theory data (ωB97M-V/def2-TZVPD) for a structure of composition C50H66BrCaF5GeN5OP3Se.

Properties
Gap between HOMO and LUMO (alpha / beta) = 6.28 / 2.98 eV
Energy = -11547.0625 hartree
M = 1212.58 g/mol
Highest occupied orbital energy (alpha / beta) = -8.827 / -8.824 eV

ORCA input file:
```
! RIJCOSX wB97M-V def2-TZVPD def2/J DEFGRID3
* xyz 1 2
Ca 0.5524 -0.2832 -0.2778
C 2.4601 0.7760 -3.2231
C 1.7280 -0.4174 -3.8354
C 2.4420 -1.7302 -3.5226
P -0.0610 -0.3469 -3.2684
C -0.5277 -2.1466 -3.0124
N -1.7493 -2.3959 -2.2812
Ge -1.9661 -1.5755 -0.4305
N -3.4042 -0.3696 0.2429
C -2.9366 0.6586 1.1479
P -2.9498 2.4793 0.7306
C -1.7282 2.5533 -0.6802
C -1.1368 3.9600 -0.7590
C -2.1774 2.0890 -2.0613
C -4.6406 2.8553 0.0437
C -5.2446 2.0120 -1.0842
C -4.7420 4.3482 -0.2844
C -4.6297 -0.9471 0.5280
C -5.6345 -0.3708 1.3224
C -6.8123 -1.0446 1.5923
C -7.0334 -2.3190 1.0936
C -6.0574 -2.9038 0.3036
C -4.8951 -2.2182 0.0092
N -3.8396 -2.7747 -0.8050
C -4.0801 -2.7438 -2.2278
C -5.3217 -2.8473 -2.8128
C -5.4230 -3.0123 -4.1906
C -4.2634 -3.1148 -4.9392
C -3.0160 -2.9541 -4.3520
C -2.8978 -2.6883 -2.9840
C -3.5100 -4.1208 -0.3532
C -4.1836 -5.2396 -0.7912
C -3.9466 -6.4720 -0.1948
C -3.0472 -6.5444 0.8557
C -2.3281 -5.4286 1.2570
C -2.5023 -4.1962 0.6167
N -1.7682 -3.0521 0.8261
C -0.5900 -3.0819 1.6515
P 1.0603 -3.1305 0.7449
C 1.2723 -4.8027 -0.0608
C 0.2270 -5.1368 -1.1281
C 1.4005 -5.9764 0.9109
C 2.1921 -3.2784 2.2133
C 2.0620 -2.0812 3.1552
C 3.6448 -3.4649 1.7767
C -0.8569 0.2360 -4.8479
C -2.3317 0.6041 -4.6926
C -0.6646 -0.7190 -6.0333
H 3.4838 0.8494 -3.5964
H 2.5302 0.6902 -2.1322
H 1.9533 1.7201 -3.4327
H 1.7334 -0.2792 -4.9179
H 2.3778 -1.9932 -2.4608
H 3.5007 -1.6516 -3.7754
H 2.0251 -2.5678 -4.0804
H 0.3134 -2.5471 -2.4370
H -0.5096 -2.6818 -3.9641
H -1.8743 0.4858 1.3632
H -3.4298 0.5895 2.1239
H -0.9280 1.8719 -0.3397
H -1.9069 4.6818 -1.0305
H -0.3634 4.0049 -1.5264
H -0.7169 4.2749 0.1969
H -2.9115 2.7776 -2.4756
H -2.6138 1.0896 -2.0316
H -1.3216 2.0752 -2.7444
H -5.2474 2.6953 0.9416
H -4.9722 2.4099 -2.0601
H -6.3329 2.0478 -1.0175
H -4.9408 0.9683 -1.0427
H -4.1815 4.5888 -1.1888
H -4.3632 4.9692 0.5276
H -5.7816 4.6232 -0.4674
H -5.4954 0.6143 1.7303
H -7.5634 -0.5683 2.2068
H -7.9429 -2.8547 1.3187
H -6.2018 -3.9079 -0.0698
H -6.2116 -2.8184 -2.1997
H -6.3922 -3.0968 -4.6569
H -4.3234 -3.3123 -6.0009
H -2.1367 -3.0403 -4.9687
H -4.9019 -5.1529 -1.5957
H -4.4782 -7.3490 -0.5307
H -2.8845 -7.4855 1.3634
H -1.6185 -5.5319 2.0631
H -0.6204 -3.8877 2.3891
H -0.5399 -2.1522 2.2319
H 2.2330 -4.6753 -0.5776
H -0.6699 -5.5481 -0.6757
H 0.6339 -5.8958 -1.7971
H -0.0801 -4.2854 -1.7245
H 0.5341 -6.0456 1.5659
H 2.2959 -5.9322 1.5253
H 1.4422 -6.9038 0.3384
H 1.8677 -4.1709 2.7579
H 2.1605 -1.1430 2.6074
H 2.8546 -2.1142 3.9045
H 1.1123 -2.0824 3.6879
H 4.0266 -2.5555 1.3131
H 3.7676 -4.2812 1.0668
H 4.2704 -3.6845 2.6427
H -0.3021 1.1612 -5.0494
H -2.9166 -0.2313 -4.3103
H -2.7388 0.8655 -5.6701
H -2.4736 1.4590 -4.0323
H -1.4897 -1.4232 -6.0870
H 0.2630 -1.2884 -6.0036
H -0.6677 -0.1507 -6.9634
O 0.4602 0.7761 1.9301
H 0.4199 0.6548 2.8864
H 0.9825 1.5942 1.8050
F 2.1092 8.7377 -0.4717
C 2.1830 7.4162 -0.3315
C 2.4747 6.6204 -1.4375
F 2.6717 7.1899 -2.6254
C 2.5513 5.2506 -1.2834
F 2.8239 4.4997 -2.3553
C 2.3298 4.6405 -0.0393
Se 2.4758 2.8064 0.1622
C 2.0315 5.4695 1.0526
F 1.7975 4.9331 2.2531
C 1.9634 6.8419 0.9184
F 1.6844 7.6216 1.9630
Br 6.4480 -0.6469 -2.1179
C 5.5431 -0.1521 -0.5428
C 6.1843 0.5414 0.4684
C 5.4491 0.8596 1.5983
C 4.1145 0.4956 1.6553
N 3.4897 -0.1577 0.6739
C 4.2067 -0.4888 -0.3975
H 7.2265 0.8126 0.3784
H 5.9040 1.3811 2.4271
H 3.5202 0.7317 2.5291
H 3.7151 -1.0613 -1.1687
*
```

Question: Which formula does entry 2 have?
Answer: C50H65AsIrN5O5S2

Question: Which value of energy does entry 1 give?
Answer: -7688.1047 hartree

Question: Number 1 is which compound?
Answer: C50H64F17N3O38P3